The following is a quantum chemistry calculation of a structure of composition C34H35BrN5ORuTe, from the Open Molecules 2025 dataset.

The HOMO-LUMO gap (alpha / beta) comes out at 5.5 / 4.6 eV. The LUMO energy (alpha / beta) is -0.2411 / -0.2758 Eh. For the calculated total energy, the calculation gives -125229.12659 eV. Its net charge is +2. Its spin multiplicity is 2. The calculation puts the energy relative to the best compared isomer or geometry (same formula, charge and spin) at 37.6 kcal/mol. The expectation value of S² is 0.759.

Cartesian coordinates (Å):
1 Ru -0.234 -0.309 -1.417
2 Br -7.551 0.660 -1.950
3 C -5.697 0.729 -1.676
4 C -5.162 1.673 -0.779
5 C -3.813 1.726 -0.535
6 C -2.937 0.830 -1.166
7 O -1.666 0.844 -0.800
8 C -3.460 -0.054 -2.141
9 C -2.632 -0.796 -3.019
10 N -1.329 -0.707 -3.046
11 C -0.597 -1.186 -4.159
12 C -1.109 -1.451 -5.403
13 C -0.269 -1.933 -6.428
14 C 1.067 -2.128 -6.211
15 C 1.632 -1.821 -4.950
16 C 3.008 -1.953 -4.655
17 C 3.474 -1.601 -3.417
18 C 2.572 -1.117 -2.461
19 N 1.274 -0.993 -2.696
20 C 0.791 -1.341 -3.933
21 C -4.858 -0.110 -2.356
22 H -5.830 2.360 -0.278
23 H -3.397 2.434 0.169
24 H -3.126 -1.422 -3.758
25 H -2.152 -1.271 -5.624
26 H -0.695 -2.138 -7.399
27 H 1.708 -2.498 -7.000
28 H 3.681 -2.324 -5.416
29 H 4.521 -1.676 -3.163
30 H 2.916 -0.816 -1.480
31 H -5.254 -0.800 -3.090
32 C 2.461 0.638 3.294
33 C 3.018 0.360 1.891
34 C 3.813 -0.956 1.886
35 C 3.884 1.529 1.400
36 C 1.902 0.194 0.945
37 N 1.057 0.053 0.180
38 H 3.306 0.687 3.982
39 H 1.790 -0.154 3.622
40 H 1.929 1.586 3.342
41 H 4.673 -0.839 2.544
42 H 4.182 -1.203 0.890
43 H 3.208 -1.784 2.254
44 H 4.705 1.666 2.102
45 H 3.313 2.456 1.357
46 H 4.306 1.333 0.414
47 C 0.120 3.446 2.170
48 Te -1.225 1.799 2.424
49 C -1.396 2.469 4.447
50 C -0.358 3.546 4.633
51 C -0.138 4.102 5.892
52 C 0.831 5.072 6.072
53 C 1.593 5.502 4.991
54 C 1.370 4.964 3.736
55 C 0.391 3.991 3.548
56 H -0.352 4.187 1.526
57 H 1.036 3.119 1.674
58 H -1.230 1.634 5.126
59 H -2.401 2.847 4.625
60 H -0.726 3.764 6.736
61 H 0.998 5.492 7.054
62 H 2.355 6.257 5.129
63 H 1.955 5.308 2.891
64 C 0.163 -5.657 -0.912
65 C -0.425 -4.331 -0.590
66 C -1.448 -3.968 0.259
67 C -1.589 -2.580 0.163
68 N -0.691 -2.108 -0.715
69 N 0.007 -3.194 -1.160
70 C -2.544 -1.738 0.931
71 H -0.225 -6.408 -0.229
72 H 1.250 -5.642 -0.824
73 H -0.094 -5.958 -1.929
74 H -2.025 -4.622 0.887
75 H 0.742 -3.083 -1.836
76 H -3.224 -2.382 1.482
77 H -3.134 -1.095 0.284
78 H -2.006 -1.107 1.642